1.
{"formula": "C29H38N4O2P2Sn", "method": "wB97M-V/def2-TZVPD", "orbital_gap_ha": 0.2982, "e_tot_ha": -2394.27731, "species": ["Sn", "C", "C", "C", "C", "C", "C", "C", "C", "C", "H", "H", "H", "H", "H", "H", "H", "H", "H", "H", "H", "H", "H", "H", "H", "P", "P", "N", "N", "N", "N", "C", "C", "C", "C", "C", "C", "C", "C", "C", "C", "C", "C", "C", "C", "C", "C", "C", "C", "H", "H", "H", "H", "H", "H", "H", "H", "H", "H", "H", "H", "H", "H", "H", "H", "H", "H", "H", "H", "C", "C", "O", "O", "H", "H", "H"], "coordinates": [[-5.909, 2.615, -0.815], [-3.144, 2.193, 3.334], [-2.440, 2.283, 2.206], [-1.479, 1.314, 1.602], [-2.026, 0.267, 0.612], [-3.208, -0.539, 1.081], [-3.690, -0.586, 2.334], [-2.906, -0.332, 3.578], [-3.223, 1.015, 4.253], [-6.580, 0.644, -0.016], [-3.583, 3.099, 3.758], [-2.577, 3.162, 1.568], [-0.885, 0.815, 2.372], [-0.800, 1.947, 1.017], [-2.281, 0.767, -0.338], [-1.196, -0.410, 0.341], [-3.741, -1.040, 0.262], [-4.747, -0.820, 2.532], [-1.839, -0.356, 3.354], [-3.118, -1.135, 4.305], [-4.221, 0.972, 4.711], [-2.530, 1.128, 5.103], [-7.508, 0.704, 0.571], [-5.774, 0.141, 0.536], [-6.815, 0.079, -0.924], [1.901, -2.054, -1.970], [2.643, 1.020, -1.482], [1.736, -3.514, -1.030], [2.307, -2.955, -3.479], [2.977, 1.143, 0.254], [3.501, 2.498, -1.891], [3.626, -1.633, -1.456], [4.008, -0.198, -1.875], [0.679, -3.694, -0.122], [0.913, -4.853, 0.605], [2.154, -5.410, 0.144], [2.641, -4.564, -0.843], [1.523, -2.869, -4.637], [2.142, -3.591, -5.654], [3.353, -4.134, -5.117], [3.431, -3.718, -3.795], [1.942, 1.205, 1.193], [2.481, 1.147, 2.468], [3.897, 1.015, 2.324], [4.170, 0.999, 0.963], [4.717, 3.021, -1.430], [5.118, 4.052, -2.271], [4.125, 4.165, -3.306], [3.156, 3.205, -3.059], [4.358, -2.322, -1.891], [3.668, -1.760, -0.360], [4.954, 0.108, -1.402], [4.153, -0.109, -2.969], [-0.129, -2.976, -0.101], [0.281, -5.266, 1.381], [2.626, -6.321, 0.493], [3.555, -4.635, -1.410], [0.608, -2.295, -4.620], [1.780, -3.719, -6.664], [4.078, -4.751, -5.633], [4.215, -3.902, -3.075], [0.924, 1.275, 0.835], [1.931, 1.199, 3.404], [4.630, 0.943, 3.116], [5.115, 0.890, 0.450], [5.191, 2.638, -0.542], [6.015, 4.648, -2.168], [4.142, 4.864, -4.131], [2.250, 2.946, -3.583], [-6.941, 2.725, 3.043], [-6.527, 3.198, 1.695], [-7.366, 3.683, 0.866], [-5.302, 2.930, 1.310], [-7.650, 3.438, 3.473], [-6.048, 2.619, 3.666], [-7.434, 1.742, 2.949]]}

=====

2.
{"formula": "C29H38NO3P2SiTi", "method": "wB97M-V/def2-TZVPD", "s_squared": 2.01, "multiplicity": 3, "orbital_gap_ha": [0.2111, 0.1956], "e_tot_ha": -3229.81362, "charge": 1, "species": ["Ti", "P", "C", "C", "N", "C", "C", "C", "C", "C", "P", "H", "H", "H", "H", "H", "H", "H", "H", "O", "H", "H", "O", "H", "C", "H", "H", "H", "C", "H", "H", "H", "C", "H", "H", "H", "C", "H", "H", "H", "O", "Si", "C", "C", "C", "C", "C", "C", "C", "C", "C", "C", "C", "C", "C", "C", "C", "C", "C", "C", "H", "H", "H", "H", "H", "H", "H", "H", "H", "H", "H", "H", "H", "H", "H"], "coordinates": [[-1.370, -0.953, 0.026], [-2.578, 1.142, -0.911], [-3.711, 0.199, -1.895], [-3.228, -1.075, -2.369], [-1.997, -1.625, -1.935], [-1.432, -2.602, -2.691], [-2.016, -3.079, -3.867], [-3.273, -2.609, -4.255], [-3.929, -1.681, -3.445], [-0.097, -3.163, -2.243], [0.204, -3.246, -0.432], [-4.902, -1.206, -3.669], [-1.499, -3.811, -4.473], [-3.771, -2.928, -5.149], [-0.006, -4.213, -2.575], [0.748, -2.584, -2.687], [-3.997, -1.318, 0.853], [-4.757, 0.041, -1.480], [-0.672, -3.472, 5.757], [-3.097, -1.456, 1.111], [-3.208, -2.019, 1.925], [-0.758, -2.488, 0.528], [-1.433, -3.829, 5.301], [-1.501, -3.333, 4.466], [-0.194, -4.911, 0.131], [0.356, -5.646, -0.473], [0.068, -4.985, 1.194], [-1.274, -5.079, 0.034], [1.914, -2.848, -0.076], [1.994, -2.462, 0.947], [2.507, -3.760, -0.199], [2.280, -2.066, -0.751], [-2.316, 2.233, -2.354], [-3.290, 2.696, -2.590], [-1.547, 2.965, -2.135], [-2.019, 1.571, -3.179], [-3.588, 2.151, 0.276], [-2.929, 2.885, 0.755], [-4.380, 2.691, -0.259], [-4.022, 1.526, 1.072], [0.154, -0.004, 0.411], [1.310, 1.137, 0.755], [2.615, 1.021, -0.562], [2.408, 0.290, -1.739], [3.427, 0.204, -2.697], [4.638, 0.876, -2.500], [4.833, 1.643, -1.342], [3.818, 1.711, -0.377], [0.532, 2.830, 0.643], [0.763, 3.627, -0.487], [0.154, 4.881, -0.600], [-0.704, 5.334, 0.404], [-0.966, 4.524, 1.518], [-0.349, 3.273, 1.629], [1.970, 0.785, 2.462], [3.333, 0.551, 2.683], [3.824, 0.382, 3.986], [2.928, 0.387, 5.068], [1.553, 0.527, 4.842], [1.074, 0.699, 3.539], [1.450, -0.198, -1.930], [3.265, -0.393, -3.599], [5.430, 0.811, -3.250], [5.762, 2.190, -1.181], [3.968, 2.303, 0.528], [1.432, 3.271, -1.268], [0.372, 5.504, -1.474], [-1.169, 6.321, 0.324], [-1.633, 4.872, 2.308], [-0.550, 2.648, 2.497], [4.019, 0.522, 1.839], [4.897, 0.263, 4.149], [3.309, 0.288, 6.084], [0.850, 0.516, 5.683], [0.002, 0.754, 3.366]]}

=====

3.
{"formula": "C29H39F3O8SSiTb", "method": "wB97M-V/def2-TZVPD", "s_squared": 12.68, "multiplicity": 7, "orbital_gap_ha": [0.3118, 0.3126], "e_tot_ha": -3542.50058, "charge": -1, "species": ["Tb", "O", "C", "O", "C", "C", "C", "C", "C", "O", "C", "C", "O", "O", "H", "H", "H", "H", "H", "H", "H", "H", "C", "C", "C", "C", "O", "Si", "S", "O", "C", "C", "C", "C", "O", "C", "C", "C", "C", "H", "H", "H", "H", "H", "H", "H", "H", "H", "H", "H", "H", "H", "H", "H", "H", "H", "H", "H", "H", "H", "H", "H", "H", "H", "H", "H", "F", "C", "F", "F", "C", "C", "C", "C", "C", "C", "C", "C", "H", "H", "H", "H"], "coordinates": [[1.087, -1.533, -0.627], [-0.631, -5.315, 0.035], [-0.462, -4.372, -0.666], [-0.383, -3.130, -0.362], [-0.350, -4.553, -2.208], [-1.039, -3.306, -2.876], [-1.295, -3.699, -4.337], [0.116, -3.439, -4.944], [0.951, -3.150, -3.685], [0.046, -2.330, -2.926], [1.056, -4.458, -2.799], [2.208, -4.341, -1.814], [2.963, -5.237, -1.554], [2.293, -3.114, -1.315], [-0.865, -5.457, -2.547], [-1.908, -2.946, -2.368], [-1.993, -3.071, -4.908], [-1.549, -4.752, -4.431], [0.167, -2.599, -5.574], [0.499, -4.332, -5.477], [1.849, -2.533, -3.948], [1.148, -5.393, -3.411], [-1.414, 1.910, -0.003], [-1.707, 0.355, 0.082], [-2.963, 0.157, 0.901], [-1.882, -0.185, -1.313], [-0.635, -0.404, 0.722], [0.111, -0.256, 2.249], [1.852, -1.328, 2.080], [0.213, 1.361, 2.429], [0.379, 2.118, 3.659], [1.217, 1.316, 4.619], [1.184, 3.363, 3.270], [-0.999, 2.386, 4.213], [-1.141, -0.704, 3.296], [-1.521, -1.751, 4.117], [-0.446, -2.085, 5.137], [-1.899, -2.933, 3.201], [-2.859, -1.188, 4.797], [-2.271, 2.374, -0.544], [-0.520, 2.109, -0.603], [-1.402, 2.373, 0.980], [-3.788, 0.758, 0.434], [-2.970, 0.615, 1.916], [-3.247, -0.887, 0.884], [-2.642, 0.314, -1.842], [-2.132, -1.262, -1.252], [-0.953, -0.068, -1.851], [2.235, 1.262, 4.253], [0.908, 0.269, 4.559], [1.204, 1.692, 5.639], [2.021, 3.055, 2.668], [1.507, 3.859, 4.191], [0.551, 4.057, 2.695], [-1.417, 1.442, 4.551], [-1.656, 2.793, 3.467], [-0.966, 3.125, 5.034], [0.533, -2.224, 4.701], [-0.703, -3.011, 5.663], [-0.306, -1.335, 5.888], [-1.078, -3.207, 2.523], [-2.710, -2.731, 2.503], [-2.208, -3.811, 3.733], [-2.696, -0.255, 5.346], [-3.212, -1.972, 5.470], [-3.606, -1.042, 4.012], [1.914, 7.626, -4.484], [3.011, 6.871, -4.085], [3.913, 7.029, -5.097], [3.510, 7.566, -3.029], [2.741, 5.460, -3.735], [3.101, 4.452, -4.619], [2.767, 3.134, -4.314], [2.095, 2.835, -3.100], [1.781, 3.853, -2.222], [2.051, 5.164, -2.542], [1.846, 1.485, -2.633], [1.684, 0.416, -2.129], [3.627, 4.760, -5.475], [3.023, 2.361, -4.957], [1.270, 3.570, -1.320], [1.793, 6.054, -1.993]]}

=====

4.
{"formula": "C29H39IrN3O7P3S3Si", "method": "wB97M-V/def2-TZVPD", "s_squared": 0.75, "multiplicity": 2, "orbital_gap_ha": [0.2509, 0.2048], "e_tot_ha": -4432.31620, "charge": -1, "species": ["Ir", "N", "C", "C", "P", "O", "O", "O", "P", "O", "O", "O", "H", "H", "H", "H", "H", "H", "H", "H", "C", "Si", "C", "C", "N", "C", "C", "C", "C", "C", "C", "O", "C", "C", "C", "C", "C", "C", "H", "H", "H", "H", "H", "H", "H", "H", "H", "H", "H", "H", "H", "H", "H", "H", "H", "H", "N", "H", "H", "H", "S", "P", "S", "C", "C", "C", "C", "C", "C", "C", "C", "C", "C", "C", "C", "H", "H", "H", "H", "H", "H", "H", "H", "H", "H", "S"], "coordinates": [[-0.073, -0.558, -1.577], [-3.952, -3.059, 0.638], [-3.149, -2.191, -0.315], [-4.108, -1.387, -1.174], [-2.191, -1.087, 0.816], [-1.260, -2.106, 1.618], [-3.196, -0.560, 1.765], [-1.379, -0.164, -0.080], [-1.966, -3.350, -1.169], [-2.430, -3.433, -2.684], [-2.168, -4.655, -0.481], [-0.605, -2.667, -1.051], [-4.898, -3.195, 0.290], [-3.981, -2.585, 1.550], [-3.450, -3.973, 0.660], [-4.768, -0.792, -0.537], [-4.698, -2.044, -1.819], [-3.553, -0.704, -1.813], [-0.544, -2.450, 1.066], [-2.170, -2.602, -3.154], [0.391, 4.100, -2.606], [0.669, 2.751, -1.305], [2.230, 3.146, -0.351], [-0.855, 2.850, -0.244], [0.867, 1.152, -2.083], [1.826, 0.971, -3.051], [2.677, 1.989, -3.537], [3.596, 1.762, -4.543], [3.748, 0.505, -5.114], [2.967, -0.535, -4.636], [2.049, -0.289, -3.635], [1.313, -1.353, -3.057], [0.930, -2.428, -3.871], [0.397, -2.219, -5.132], [-0.002, -3.323, -5.870], [0.125, -4.604, -5.348], [0.650, -4.785, -4.078], [1.060, -3.691, -3.330], [-0.135, 4.917, -2.106], [-0.241, 3.741, -3.422], [1.295, 4.520, -3.049], [2.358, 4.228, -0.260], [3.119, 2.746, -0.842], [2.181, 2.706, 0.648], [-1.637, 3.390, -0.783], [-0.614, 3.393, 0.675], [-1.259, 1.893, 0.071], [2.617, 2.976, -3.110], [4.210, 2.588, -4.880], [4.466, 0.330, -5.903], [3.070, -1.537, -5.029], [0.291, -1.214, -5.513], [-0.431, -3.176, -6.853], [-0.190, -5.460, -5.931], [0.735, -5.779, -3.658], [1.448, -3.807, -2.328], [1.651, -1.199, -0.383], [2.520, -1.133, -0.901], [1.462, -2.171, -0.155], [1.743, -0.688, 0.509], [3.345, 1.168, 4.423], [1.433, 1.043, 3.943], [0.884, 0.505, 2.097], [0.646, 2.677, 4.216], [1.139, 3.757, 3.482], [0.598, 5.021, 3.636], [-0.444, 5.231, 4.534], [-0.936, 4.166, 5.270], [-0.392, 2.895, 5.113], [0.526, -0.054, 5.099], [1.135, -0.555, 6.242], [0.442, -1.414, 7.087], [-0.864, -1.778, 6.791], [-1.474, -1.290, 5.642], [-0.782, -0.438, 4.797], [1.957, 3.593, 2.792], [0.992, 5.849, 3.060], [-0.868, 6.220, 4.656], [-1.747, 4.318, 5.972], [-0.785, 2.073, 5.696], [2.159, -0.268, 6.450], [0.925, -1.801, 7.976], [-1.403, -2.450, 7.449], [-2.488, -1.579, 5.394], [-1.247, -0.084, 3.885], [-1.511, -0.503, -3.250]]}

=====

| no. | strongest force on any atom (eV Å⁻¹) |
| --- | --- |
| 1 | 2.93 |
| 2 | 4.19 |
| 3 | 3.66 |
| 4 | 2.92 |